[1]
DFT (the ωB97M-V functional and the def2-TZVPD basis) results for a molecular structure, C25H22BrO3Pr in a non-equilibrium geometry.

Each line ends with the Mulliken charge.
Geometry (Å):
O  0.22942  2.82071  -2.13512  -0.40
C  -0.80631  7.27170  -4.77662  -0.41
C  1.67595  0.40084  1.92803  -1.09
C  0.39193  5.12389  -3.38036  0.54
H  -2.58294  -1.17497  -1.39910  0.51
H  -2.34845  1.34794  2.18642  0.46
H  2.13143  6.40242  -3.29979  0.33
H  1.66058  -7.77461  4.49192  0.35
H  -2.96363  1.37437  -0.46213  0.66
O  2.05885  -3.95094  1.85890  -0.76
H  1.07227  8.29479  -4.51304  0.37
C  -1.87439  -0.78264  1.81677  0.05
C  -2.73118  0.49531  0.13368  -0.58
C  0.80138  -4.05861  1.96620  0.55
H  2.26640  -5.85222  3.00360  0.40
H  -1.28101  8.09779  -5.30831  0.37
H  -1.49118  4.10745  -3.68471  0.34
H  -0.78663  -8.12388  5.09445  0.35
C  1.10221  6.32448  -3.63931  -0.48
H  -1.80921  -2.64154  0.60953  0.52
C  1.23668  -6.05909  3.29279  -0.60
H  2.65927  -0.32089  -1.17593  0.53
C  1.07467  2.62057  -3.28172  -0.42
H  1.10416  -1.56027  2.69397  0.47
Pr  -0.12264  0.32593  -0.11767  1.19
C  -0.92369  5.02377  -3.86387  -0.33
C  1.06522  4.00055  -2.70522  -0.23
C  1.82849  -1.39696  0.55695  -0.18
C  2.29142  0.82957  0.74287  -0.45
O  -0.08384  -3.28790  1.49781  -0.41
H  0.57733  2.49534  -4.25256  0.27
H  1.94690  1.98296  -3.07326  0.29
H  1.93439  4.24677  -2.07800  0.45
C  2.39724  -0.29483  -0.11155  -1.12
C  0.26508  -5.17973  2.80056  0.44
C  -2.30825  0.50700  1.49643  -0.98
C  -1.09883  -5.35715  3.13164  0.12
C  0.87064  -7.11776  4.11826  -0.50
H  -2.54612  5.99598  -4.87549  0.37
H  1.48435  0.96810  2.85361  0.43
H  2.49898  1.87193  0.47501  0.57
Br  -2.51320  -4.24679  2.57981  -0.13
H  -2.51323  -6.56942  4.20583  0.39
C  -0.48053  -7.30506  4.45150  -0.47
C  -2.51386  -0.80833  -0.38157  -1.29
C  1.42986  -0.96155  1.82632  0.21
C  -1.99022  -1.58548  0.67302  0.03
C  -1.51581  6.08946  -4.53849  -0.56
H  -1.60664  -1.15428  2.80448  0.45
C  0.51230  7.38107  -4.32643  -0.52
H  1.79117  -2.40281  0.13430  0.48
C  -1.46675  -6.43297  3.95560  -0.57

Output
E = -4282.49230 hartree
Largest force on an atom = 2.2 eV Å⁻¹
Spin multiplicity = 3
LUMO energy (spin up / spin down) = -0.992 / -0.939 eV


[2]
DFT (the ωB97M-V functional and the def2-TZVPD basis) results for a molecular structure, C25H22Cl8FeN2OSSi.

Each line ends with the Mulliken charge.
Geometry (Å):
C  -4.16754  -1.92839  -1.56243  -0.96
C  0.10942  0.41398  2.95856  -1.19
C  0.41894  0.19296  -2.70165  -1.06
C  -3.41982  -3.61599  -4.07354  -1.00
H  -1.81409  3.02878  -0.50306  0.49
C  -0.77176  3.01847  -0.81908  -1.70
H  6.59470  4.07462  -1.43312  0.44
H  -5.22801  -2.20232  -1.56660  0.42
Cl  1.46999  0.33698  0.67721  0.03
Cl  -2.00549  -2.30149  1.92546  -0.16
H  -4.35252  -5.27526  -1.28346  0.37
H  -0.62472  3.80567  -1.55706  0.43
C  2.32385  4.17324  0.60700  -0.90
C  3.74569  3.82094  0.34013  0.11
Si  -3.17781  -3.36113  -2.24598  0.31
C  5.79814  3.84264  -0.74556  -0.29
H  -1.93296  0.48049  -0.52744  0.41
H  -2.00879  2.60993  4.42311  0.47
H  -3.89902  -1.70170  -0.52854  0.25
C  0.14336  3.28577  0.37568  -0.38
C  -0.13361  2.39388  1.57683  -0.14
H  2.09979  5.18053  0.24181  0.39
C  -0.76257  0.95038  3.88875  0.31
Fe  -0.87734  -2.36664  -1.62001  -0.51
C  -0.08829  -2.91686  0.15680  -1.52
C  1.73354  -3.76576  2.11242  0.79
C  4.53948  4.35217  -0.71749  -0.95
Cl  1.52994  -3.38403  -1.89140  -0.20
C  -1.33552  2.19471  3.68698  -1.00
C  2.11174  -3.79771  0.76746  -0.58
Cl  3.66370  -4.33061  0.28265  -0.17
H  -2.77467  -4.39827  -4.47258  0.34
H  -0.10729  4.30610  0.69393  0.66
Cl  0.00066  -3.29862  4.13207  -0.09
C  0.48414  1.51203  -2.39999  -0.02
H  -2.65941  -5.69347  -1.55898  0.33
C  -0.43116  -2.89504  1.49351  1.59
O  1.47152  3.24192  -0.07796  0.09
S  6.05659  2.71002  0.51211  -0.18
H  -4.45757  -3.92211  -4.24324  0.34
H  1.02859  -0.37880  -3.37925  0.50
Cl  2.84185  -4.27526  3.31244  -0.16
C  -1.00338  2.89746  2.54417  -0.34
H  2.12516  4.13701  1.68253  0.45
H  4.17798  5.08924  -1.42072  0.39
H  -3.24852  -2.69855  -4.63695  0.33
C  1.17102  -3.37652  -0.15563  1.65
H  0.55922  -0.55413  3.12654  0.71
H  1.14412  2.29329  -2.73048  0.47
Cl  -1.13789  0.05966  5.32070  -0.20
N  -0.60030  -0.38283  -1.96684  0.30
N  -0.50750  1.74727  -1.47790  0.29
Cl  3.90839  2.09703  2.48021  -0.17
C  -1.12738  0.58844  -1.23692  -0.40
C  4.45768  2.92219  1.08002  0.62
H  -3.11232  -4.69751  -0.16473  0.27
H  -4.05700  -1.02972  -2.17105  0.28
C  0.40664  1.12719  1.80522  1.41
C  -3.32547  -4.90207  -1.21497  -0.95
H  -1.42234  3.88731  2.40096  0.44
C  0.45614  -3.32153  2.47937  -0.44

Output
E = -6783.30337 hartree
Largest force on an atom = 0.1 eV Å⁻¹
Relative energy (zero: lowest compared OMol25 entry of this formula, charge and spin) = 0.000 eV
Net charge = +1
Spin multiplicity = 6
LUMO energy (spin up / spin down) = -2.131 / -4.974 eV


[3]
DFT (the ωB97M-V functional and the def2-TZVPD basis) results for a molecular structure, C25H22F6O5P3RhS3 in a non-equilibrium geometry.

Each line ends with the Mulliken charge.
Geometry (Å):
F  3.53140  -0.82560  -2.23770  -0.38
C  -2.33570  0.64290  3.32450  0.54
C  -3.48900  1.02170  -0.23480  0.41
H  1.39970  0.64460  4.48650  0.34
H  -0.47130  3.89350  2.46650  0.36
C  -1.89700  0.05950  4.50650  -0.53
H  -4.44880  -1.54940  1.74950  0.39
C  -4.63930  1.16450  -0.98710  -0.71
C  1.19610  4.38220  -0.99770  -0.92
C  -3.05520  1.83060  3.37490  -0.35
H  3.29270  2.70670  1.76880  0.40
C  2.49210  4.81080  -0.75980  -0.45
C  0.71250  2.25030  5.74660  -0.56
S  1.95420  -0.15560  2.00220  -0.40
P  0.74520  1.39120  1.75250  1.77
O  -3.07970  -2.33180  -1.26440  -0.65
H  -1.32570  -0.85840  4.45530  0.28
F  2.28010  2.09840  -2.84280  -0.42
C  0.49780  2.21600  3.36400  0.50
Rh  -0.04340  0.26940  -0.95400  1.22
H  -0.04480  3.99600  6.72290  0.42
C  -0.75140  0.96520  0.96280  -1.38
C  -0.34060  4.08540  4.60390  -0.56
O  -1.14310  -1.50660  -0.02990  -0.73
H  -1.03580  1.24780  -3.09440  0.37
H  -3.92530  3.32510  4.63210  0.43
P  2.94070  0.61960  -2.55380  1.54
C  -3.35510  2.40700  4.59650  -0.66
H  -0.36750  3.03690  -0.40760  0.55
H  2.91420  5.60960  -1.35350  0.38
H  -3.18220  2.24950  6.72570  0.42
S  -1.78620  -1.72520  -1.42160  1.26
C  -0.14300  3.44770  3.39540  -0.67
S  -1.56630  -2.05310  2.26120  -0.52
H  -3.38140  2.29630  2.45500  0.41
F  1.45930  -0.03470  -2.93410  -0.47
C  1.41510  2.76290  0.75390  -0.09
C  -4.51610  -0.77950  0.99190  -0.62
F  4.31070  1.33140  -2.12220  -0.38
H  -4.67040  1.90540  -1.77400  0.42
O  -0.54040  1.95960  -2.66040  -0.57
H  0.33140  2.00180  -3.07200  0.31
F  2.38060  0.74370  -0.99990  -0.30
C  -2.93290  1.80740  5.77210  -0.57
C  -5.66900  -0.62450  0.24440  -0.65
F  3.37750  0.52840  -4.09280  -0.36
C  0.65020  3.36580  -0.23500  0.20
H  0.61200  4.82150  -1.79230  0.45
H  -2.62800  1.64960  -0.42100  0.25
H  4.26460  4.54020  0.40780  0.41
C  -5.72870  0.34360  -0.74620  -0.56
C  3.24890  4.21590  0.23600  -0.72
C  0.91200  1.60860  4.53930  -0.50
C  -3.42870  0.04770  0.75120  -0.18
H  -1.86340  0.16100  6.63760  0.44
H  1.04310  1.78310  6.66270  0.44
C  -2.19860  0.63430  5.72590  -0.66
C  0.09310  3.48880  5.77910  -0.50
C  2.71320  3.19150  0.99510  -0.63
P  -1.90510  -0.14250  1.71100  1.95
H  -6.51540  -1.27440  0.41800  0.39
O  -1.92400  -0.32720  -1.96980  -0.70
O  -0.81880  -2.46280  -2.19280  -0.67
H  -0.83000  5.04880  4.63210  0.42
H  -6.62830  0.45180  -1.33770  0.37

Output
E = -4270.65973 hartree
Largest force on an atom = 3.3 eV Å⁻¹
Net charge = -1
Spin multiplicity = 2
LUMO energy (spin up / spin down) = -0.083 / -0.164 eV


[4]
DFT (the ωB97M-V functional and the def2-TZVPD basis) results for a molecular structure, C25H22FN5O5S3Sc in a non-equilibrium geometry.

Each line ends with the Mulliken charge.
Geometry (Å):
H  1.77098  3.95642  -1.88569  0.25
H  5.43821  0.37091  -1.32590  0.25
C  2.02676  1.70765  0.06448  -0.51
C  -0.24576  0.94133  -0.26412  0.42
O  -2.48131  0.27269  -0.56144  -0.50
O  -2.12902  -2.58619  -0.95135  -0.64
H  3.47763  -1.67296  1.04976  0.45
N  -3.96804  -1.85611  0.61920  -0.40
H  6.75261  1.85833  0.16990  0.41
H  5.71587  -1.72218  2.16428  0.42
C  1.56933  -0.58644  -0.45666  -0.45
C  0.22967  -0.35297  -0.51326  -0.59
C  -3.15346  -5.65732  0.23975  -0.59
C  -1.15506  3.45255  0.36282  -0.54
C  4.90856  0.91926  -0.53037  -0.81
N  3.85403  0.10704  0.01705  0.28
O  -4.27148  1.70184  0.74101  -0.62
C  -4.71767  1.12074  -3.04351  0.52
C  -5.09773  -2.54725  0.42895  0.84
C  0.65779  1.98875  -0.02813  -0.31
Sc  -4.43940  0.04137  -0.21551  0.82
N  6.42004  0.01624  1.16931  -0.11
H  0.91439  6.55221  -0.41078  0.28
H  5.42010  1.85791  1.34944  0.39
H  -0.16014  5.46142  -1.38678  0.32
C  -1.67722  1.18040  -0.22171  1.49
C  -4.13150  -6.63601  0.10105  -0.57
C  4.30835  -1.12595  0.61498  -0.56
C  -3.51890  2.75801  0.64875  0.43
C  1.88219  4.65528  -1.06738  -0.43
H  -6.21834  -7.07701  -0.07273  0.40
H  -2.10069  -5.90636  0.26070  0.45
H  4.78501  -1.78247  -0.12714  0.31
C  -2.08363  2.46632  0.24285  -0.15
N  -4.98423  0.45117  -2.09494  -0.70
C  -3.57315  -4.35129  0.34237  0.40
S  -2.63854  -2.84087  0.37115  1.28
H  2.88514  5.03831  -0.93636  0.28
C  1.04781  4.41655  0.15712  -0.37
O  -1.70664  -2.74339  1.45635  -0.68
H  6.88230  -0.52867  0.43709  0.39
H  1.46217  4.66107  1.12841  0.43
H  -3.83704  -7.67396  0.02738  0.39
C  -5.88814  -4.97437  0.15230  -0.73
C  5.91024  1.28984  0.56103  -0.66
H  4.49762  1.82265  -0.97452  0.52
C  5.30086  -0.81233  1.73359  -0.83
O  -3.83695  3.89310  0.90793  -0.65
H  4.81888  -0.22839  2.51549  0.35
C  2.49476  0.41890  -0.12115  -0.19
F  2.04862  -1.81315  -0.74756  -0.38
C  -4.91634  -4.00054  0.30794  0.21
C  0.72148  5.55053  -0.76644  -0.85
S  -4.37252  1.97229  -4.32437  -0.42
H  -1.47649  4.45147  0.63186  0.62
N  0.16579  3.26857  0.16633  0.27
H  2.72322  2.49965  0.30351  0.75
C  -5.47990  -6.29663  0.05110  -0.55
S  -6.54668  -1.72567  0.29785  -0.42
H  -0.46611  -1.14334  -0.76913  0.81
H  -6.93286  -4.69503  0.11576  0.43
H  7.11456  0.21612  1.88806  0.35

Output
E = -3670.95168 hartree
Largest force on an atom = 1.4 eV Å⁻¹
Relative energy (zero: lowest compared OMol25 entry of this formula, charge and spin) = 0.749 eV
Net charge = +1
Spin multiplicity = 1
LUMO energy = -3.470 eV